No. 1
Density functional theory data (wB97M-V/def2-TZVPD) for the molecule C6H8BrN3 in a non-equilibrium geometry.

The SMILES is [H]/N=C/[C@@H](Br)c1cc[nH]c1N. As for the lowest unoccupied orbital energy: 0.026 Ha. The relative energy (zero: lowest compared OMol25 entry of this formula, charge and spin) comes out at 48.6 kcal/mol. As for the total charge: 0. For the total energy, the calculation gives -2971.62004 a.u. The value obtained for the HOMO-LUMO gap is 8.69 eV. The largest force on an atom is 7.4 eV/Å.

Atoms and positions in Å:
H: 1.202 3.632 -0.403
N: 1.315 2.715 -0.826
C: 1.430 1.810 0.013
C: 1.670 0.484 -0.551
Br: 2.789 -0.477 0.678
C: -0.009 -0.386 -0.476
C: -0.778 -0.824 -1.552
C: -1.914 -1.362 -1.031
N: -1.932 -1.179 0.311
C: -0.737 -0.541 0.681
N: -0.549 -0.523 2.071
H: 1.252 1.979 1.031
H: 1.876 0.321 -1.528
H: -0.370 -0.714 -2.596
H: -2.681 -1.814 -1.466
H: -2.481 -1.826 0.858
H: -0.232 -1.431 2.396
H: 0.150 0.136 2.390

No. 2
Density functional theory data (wB97M-V/def2-TZVPD) for a structure of composition C28H33GeN3O3PbTe.

As for the lowest unoccupied orbital energy: 0.161 Ha. The relative energy (zero: lowest compared OMol25 entry of this formula, charge and spin) comes out at 31.1 kcal/mol. As for the total charge: -2. For the total energy, the calculation gives -4014.56003 a.u. The value obtained for the HOMO-LUMO gap is 5.44 eV. The largest force on an atom is 0.7 eV/Å.

Atoms and positions in Å:
Pb: 1.078 0.952 -0.607
O: 4.986 3.391 1.449
C: 5.742 2.356 1.848
C: 6.844 2.617 2.668
C: 7.646 1.583 3.113
C: 7.363 0.269 2.751
C: 6.274 0.014 1.934
C: 5.455 1.035 1.463
C: 4.266 0.749 0.584
O: 3.464 1.723 0.350
N: 4.186 -0.475 0.138
N: 3.057 -0.705 -0.658
C: 3.102 -1.857 -1.216
C: 2.128 -2.457 -2.112
C: 2.346 -3.795 -2.464
C: 1.507 -4.485 -3.314
C: 0.409 -3.801 -3.852
C: 0.172 -2.484 -3.544
C: 1.009 -1.755 -2.649
O: 0.742 -0.529 -2.385
H: 4.223 2.956 0.947
H: 7.038 3.646 2.947
H: 8.496 1.803 3.750
H: 7.983 -0.545 3.108
H: 6.026 -0.995 1.632
H: 3.982 -2.467 -0.995
H: 3.212 -4.295 -2.038
H: 1.688 -5.526 -3.551
H: -0.269 -4.318 -4.524
H: -0.674 -1.945 -3.954
N: -0.471 3.738 -3.445
C: -1.639 3.607 -3.203
H: 0.271 3.088 -3.216
C: -7.637 2.869 0.728
C: -6.320 2.409 0.158
C: -5.153 3.130 0.362
C: -3.934 2.735 -0.188
C: -2.708 3.546 0.128
C: -3.864 1.587 -0.998
Te: -2.057 1.038 -1.964
C: -5.034 0.822 -1.164
C: -5.045 -0.450 -1.968
C: -6.232 1.246 -0.594
H: -7.506 3.765 1.338
H: -8.094 2.100 1.356
H: -8.353 3.108 -0.063
H: -5.184 4.031 0.969
H: -2.954 4.367 0.806
H: -2.261 3.953 -0.779
H: -1.947 2.916 0.596
H: -4.123 -1.013 -1.825
H: -5.111 -0.235 -3.038
H: -5.898 -1.071 -1.684
H: -7.126 0.646 -0.750
C: 1.053 -3.257 1.198
Ge: -0.225 -1.824 1.600
C: -1.806 -2.154 0.497
C: -0.778 -2.129 3.474
C: 0.507 -0.053 1.384
H: 0.703 -4.194 1.638
H: 2.047 -3.031 1.590
H: 1.140 -3.393 0.120
H: -2.283 -3.092 0.794
H: -1.515 -2.221 -0.553
H: -2.527 -1.340 0.576
H: -1.232 -3.117 3.582
H: -1.507 -1.378 3.786
H: 0.082 -2.067 4.144
H: 1.440 0.000 1.958
H: -0.197 0.659 1.833

No. 3
Density functional theory data (wB97M-V/def2-TZVPD) for the ion C4H4ClO3S with charge -1 in a non-equilibrium geometry.

As for the lowest unoccupied orbital energy: 0.099 Ha. The relative energy (zero: lowest compared OMol25 entry of this formula, charge and spin) comes out at 39.2 kcal/mol. As for the total charge: -1. For the total energy, the calculation gives -1238.88335 a.u. The value obtained for the HOMO-LUMO gap is 5.94 eV. The largest force on an atom is 3.9 eV/Å.

Atoms and positions in Å:
C: 2.677 0.113 0.693
C: -0.854 -0.530 -0.547
C: -1.711 0.674 -0.920
C: 0.972 -0.098 0.933
O: 2.861 1.289 0.445
O: 3.226 -0.951 0.709
O: 0.427 -0.057 -0.212
S: -2.226 1.353 0.780
Cl: 0.212 -1.019 2.189
H: -1.129 -1.226 0.373
H: -0.810 -1.210 -1.428
H: -1.172 1.383 -1.473
H: -2.473 0.278 -1.542

No. 4
Density functional theory data (wB97M-V/def2-TZVPD) for a cluster of 8 separate species, C52H78BrCl2IN8O3 in total in a non-equilibrium geometry.

The SMILES is CCCCNC1=C(Br)C(=O)c2c(C[C@H](C)I)c(/C(Cl)=C(\C)Cl)cc(CCCOC)c2C1=O.CCCC#N.CCCC#N.CCCC#N.CCCC#N.CCCC#N.CCCC#N.CCCC#N. As for the lowest unoccupied orbital energy: -0.044 Ha. As for the total charge: 0. For the total energy, the calculation gives -6483.63812 a.u. The value obtained for the HOMO-LUMO gap is 7.40 eV. The largest force on an atom is 4.8 eV/Å.

Atoms and positions in Å:
C: 5.352 1.141 3.727
C: 5.421 1.466 2.128
C: 3.917 1.548 1.489
C: 3.561 3.113 1.397
N: 2.364 3.448 0.569
C: 1.105 2.988 1.163
C: 0.535 3.612 2.325
Br: 1.357 5.153 3.267
C: -0.875 3.105 2.935
O: -1.072 3.029 4.169
C: -1.955 2.671 1.813
C: -3.487 2.941 1.962
C: -4.106 3.713 3.225
C: -5.128 2.830 4.098
C: -5.192 3.545 5.567
I: -4.446 0.787 4.460
C: -4.427 2.450 0.791
C: -6.013 2.710 0.833
Cl: -6.726 4.382 1.193
C: -6.975 1.681 0.590
C: -6.570 0.184 0.216
Cl: -8.775 2.091 0.704
C: -3.797 1.740 -0.432
C: -2.264 1.464 -0.613
C: -1.718 0.763 -1.933
C: -2.025 -0.810 -2.037
C: -1.007 -1.535 -3.078
O: -1.011 -2.973 -2.983
C: -0.512 -3.442 -1.705
C: -1.327 1.952 0.554
C: 0.276 1.771 0.487
O: 0.834 0.780 -0.059
H: 4.971 2.086 4.263
H: 4.571 0.312 3.845
H: 6.403 0.827 4.052
H: 6.031 0.706 1.534
H: 5.889 2.523 2.060
H: 3.169 1.091 2.247
H: 3.901 1.024 0.474
H: 3.542 3.521 2.462
H: 4.464 3.621 0.878
H: 2.463 2.982 -0.349
H: -3.295 4.084 3.961
H: -4.626 4.681 2.858
H: -6.203 2.848 3.700
H: -5.522 2.741 6.326
H: -4.142 3.873 5.925
H: -5.915 4.448 5.571
H: -5.610 -0.184 0.707
H: -7.475 -0.504 0.385
H: -6.391 0.170 -0.924
H: -4.495 1.395 -1.266
H: -0.586 0.910 -2.093
H: -2.221 1.276 -2.842
H: -3.081 -0.984 -2.483
H: -2.042 -1.297 -1.005
H: 0.024 -1.048 -2.991
H: -1.406 -1.285 -4.136
H: -1.442 -3.623 -1.037
H: 0.067 -4.423 -1.753
H: 0.189 -2.643 -1.258
C: -8.929 -4.654 -2.318
C: -9.624 -3.439 -1.711
C: -9.183 -2.120 -2.349
C: -7.707 -1.925 -2.153
N: -6.545 -1.771 -1.997
H: -7.847 -4.619 -2.163
H: -9.292 -5.573 -1.855
H: -9.122 -4.715 -3.394
H: -9.421 -3.417 -0.635
H: -10.705 -3.551 -1.832
H: -9.717 -1.283 -1.890
H: -9.405 -2.117 -3.419
C: 5.969 6.975 4.053
C: 5.687 6.208 5.341
C: 6.846 5.301 5.759
C: 7.108 4.281 4.687
N: 7.314 3.478 3.843
H: 6.110 6.301 3.204
H: 5.128 7.630 3.809
H: 6.865 7.595 4.154
H: 4.779 5.612 5.207
H: 5.486 6.923 6.144
H: 6.603 4.785 6.691
H: 7.754 5.888 5.924
C: 10.941 5.366 4.045
C: 12.320 5.563 4.664
C: 12.302 5.479 6.192
C: 11.409 6.550 6.752
N: 10.706 7.393 7.193
H: 10.243 6.148 4.356
H: 11.004 5.404 2.956
H: 10.519 4.396 4.327
H: 12.714 6.535 4.350
H: 12.999 4.799 4.273
H: 13.312 5.614 6.588
H: 11.937 4.502 6.519
C: 10.888 5.759 -2.241
C: 11.049 4.696 -1.160
C: 9.890 4.682 -0.161
C: 9.801 6.009 0.538
N: 9.731 7.053 1.089
H: 10.877 6.767 -1.818
H: 11.722 5.713 -2.947
H: 9.960 5.611 -2.801
H: 11.992 4.868 -0.631
H: 11.122 3.713 -1.635
H: 10.045 3.897 0.584
H: 8.944 4.483 -0.672
C: 6.128 -2.731 3.833
C: 7.179 -3.273 2.869
C: 8.576 -2.705 3.131
C: 8.558 -1.212 2.968
N: 8.545 -0.036 2.840
H: 6.009 -1.650 3.732
H: 5.155 -3.185 3.627
H: 6.395 -2.954 4.870
H: 6.872 -3.044 1.844
H: 7.215 -4.363 2.958
H: 9.294 -3.132 2.427
H: 8.907 -2.951 4.144
C: -10.120 -9.029 -5.888
C: -8.970 -8.037 -5.761
C: -8.134 -8.252 -4.497
C: -8.996 -8.083 -3.279
N: -9.682 -7.958 -2.312
H: -10.833 -8.927 -5.066
H: -10.669 -8.856 -6.816
H: -9.750 -10.060 -5.898
H: -9.376 -7.021 -5.768
H: -8.321 -8.130 -6.638
H: -7.316 -7.528 -4.459
H: -7.698 -9.255 -4.490
C: -12.992 -10.022 -11.074
C: -11.507 -10.010 -11.419
C: -10.608 -10.042 -10.181
C: -10.870 -8.835 -9.327
N: -11.076 -7.884 -8.655
H: -13.280 -9.137 -10.501
H: -13.594 -10.027 -11.986
H: -13.252 -10.910 -10.490
H: -11.288 -9.116 -12.013
H: -11.281 -10.876 -12.047
H: -9.556 -10.046 -10.480
H: -10.796 -10.945 -9.593